A structure of composition C21H39N5O4Ti in a non-equilibrium geometry, computed with ωB97M-V/def2-TZVPD.

Its calculated total energy is -2247.3560 hartree. Its charge is +2. The energy above the lowest of the compared OMol25 structures with the same formula, charge and spin is 39.46 kcal/mol. As for the LUMO energy: -0.2528 hartree.

Last column: Mulliken charge in e.
Atoms and positions in Å:
Ti (1.848, -0.701, 0.490)  0.993
N (3.845, 0.591, 4.004)  -0.365
C (3.461, -0.056, 2.912)  0.842
O (2.513, 0.406, 2.183)  -0.282
C (4.108, -1.341, 2.558)  -1.511
C (3.610, -1.749, 1.177)  -0.416
H (3.365, 1.446, 4.310)  0.265
H (4.569, 0.191, 4.618)  0.247
H (3.895, -2.069, 3.296)  0.440
H (5.248, -1.316, 2.681)  0.426
H (3.103, -2.693, 1.222)  0.451
H (4.305, -1.726, 0.348)  0.569
C (0.715, -1.330, -2.599)  -1.493
N (2.026, -1.181, -1.861)  0.959
C (2.796, -2.439, -2.028)  -1.302
C (2.716, -0.107, -2.509)  -1.045
C (3.751, 0.506, -1.657)  -0.844
N (3.036, 1.075, -0.404)  0.657
C (4.106, 1.659, 0.401)  -1.680
C (2.139, 2.202, -0.689)  -1.110
H (0.902, -1.373, -3.652)  0.485
H (0.157, -0.412, -2.427)  0.544
H (0.104, -2.148, -2.239)  0.311
H (2.740, -2.716, -3.070)  0.453
H (2.377, -3.297, -1.466)  0.165
H (3.870, -2.316, -1.861)  0.444
H (1.873, 0.580, -2.669)  0.447
H (3.138, -0.390, -3.540)  0.348
H (4.299, 1.295, -2.217)  0.404
H (4.536, -0.124, -1.293)  0.429
H (4.571, 2.503, -0.083)  0.511
H (4.916, 0.959, 0.652)  0.387
H (3.739, 2.117, 1.257)  0.462
H (2.682, 2.900, -1.361)  0.347
H (1.891, 2.663, 0.306)  0.394
H (1.162, 1.944, -1.197)  0.243
C (-5.657, 2.807, -1.153)  -1.304
C (-5.030, 2.048, -0.034)  -0.502
N (-4.755, 0.691, -0.432)  0.191
C (-5.984, -0.080, -0.882)  -0.784
C (-6.082, -0.313, -2.379)  -1.108
C (-3.597, 0.033, -0.450)  0.460
O (-3.377, -1.023, -1.035)  -0.699
C (-2.434, 0.610, 0.387)  -0.454
C (-2.529, 1.315, 1.557)  0.242
C (-1.401, 1.567, 2.315)  -1.532
C (-0.208, 1.027, 1.897)  -0.328
N (-0.050, 0.467, 0.657)  0.675
C (-1.193, 0.225, -0.043)  -0.396
H (-5.743, 3.851, -0.877)  0.423
H (-6.660, 2.493, -1.414)  0.354
H (-4.969, 2.629, -2.031)  0.299
H (-5.641, 2.174, 0.896)  0.225
H (-4.062, 2.541, 0.219)  0.457
H (-6.828, 0.490, -0.472)  0.469
H (-5.958, -1.032, -0.419)  0.435
H (-5.999, 0.581, -2.983)  0.287
H (-7.020, -0.752, -2.716)  0.377
H (-5.268, -0.960, -2.579)  0.328
H (-3.432, 1.726, 1.933)  0.676
H (-1.567, 2.132, 3.234)  0.478
H (0.640, 1.240, 2.449)  0.813
H (-1.131, -0.571, -0.869)  0.359
C (-0.857, -3.169, 1.881)  -1.073
C (0.350, -2.430, 1.383)  0.710
O (0.905, -1.651, 2.177)  -0.577
O (0.823, -2.339, 0.136)  -0.575
H (-0.965, -4.172, 1.587)  0.408
H (-1.705, -2.597, 1.472)  0.155
H (-0.730, -3.111, 2.993)  0.332

A cluster of 8 separate species, C21H40BBrClF3O29PS8 in total in a non-equilibrium geometry, computed with ωB97M-V/def2-TZVPD.

Its calculated total energy is -9891.5875 hartree. Its charge is -1. As for the LUMO energy: 0.0622 hartree.

Last column: Mulliken charge in e.
Atoms and positions in Å:
C (-3.841, 1.416, -2.821)  -1.173
C (-2.741, 1.174, -1.745)  0.365
Br (-3.485, -0.069, -0.432)  -0.293
C (-1.499, 0.617, -2.405)  -1.103
B (-0.173, 0.344, -1.439)  0.450
S (-0.243, 1.278, 0.255)  -0.182
C (0.183, -1.259, -1.298)  -0.386
C (-0.213, -1.958, 0.014)  -0.267
C (0.848, -1.842, 1.042)  0.648
F (2.052, -2.411, 0.750)  -0.399
C (0.748, -1.191, 2.212)  -0.122
F (1.697, -0.341, 2.617)  -0.204
F (-0.235, -1.337, 3.099)  -0.246
P (1.333, 1.088, -2.480)  0.268
O (0.995, 2.705, -2.751)  -0.433
Cl (2.966, 0.986, -1.126)  -0.355
H (-4.624, 0.675, -2.707)  0.388
H (-4.306, 2.392, -2.716)  0.274
H (-3.432, 1.274, -3.815)  0.190
H (-2.544, 2.144, -1.314)  0.442
H (-1.223, 1.376, -3.146)  0.438
H (-1.772, -0.268, -2.979)  0.181
H (0.220, 2.506, -0.025)  -0.077
H (1.264, -1.386, -1.398)  0.092
H (-0.286, -1.760, -2.140)  0.099
H (-1.150, -1.615, 0.442)  -0.184
H (-0.358, -3.023, -0.204)  0.398
H (1.020, 3.175, -1.907)  0.287
C (3.017, -2.498, -4.577)  -0.153
C (2.174, -3.731, -4.827)  -0.394
O (0.836, -3.228, -4.921)  -0.350
S (0.855, -1.763, -5.564)  1.008
O (0.569, -1.867, -6.955)  -0.681
O (0.135, -0.886, -4.727)  -0.193
O (2.417, -1.486, -5.397)  -0.334
H (2.962, -2.173, -3.536)  0.132
H (4.056, -2.638, -4.861)  0.333
H (2.243, -4.458, -4.023)  0.335
H (2.431, -4.207, -5.776)  0.304
C (-0.905, 2.410, -7.383)  -0.280
C (-1.685, 1.120, -7.491)  -0.063
O (-2.991, 1.450, -6.986)  -0.295
S (-3.335, 2.963, -7.346)  1.077
O (-4.135, 3.001, -8.518)  -0.598
O (-3.744, 3.623, -6.160)  -0.444
O (-1.858, 3.431, -7.734)  -0.363
H (-0.566, 2.587, -6.361)  0.270
H (-0.055, 2.443, -8.058)  0.338
H (-1.243, 0.319, -6.911)  0.053
H (-1.794, 0.801, -8.530)  0.293
C (2.719, -5.272, 4.909)  -0.249
C (2.689, -4.053, 4.018)  -0.131
O (3.750, -4.288, 3.074)  -0.210
S (3.877, -5.853, 2.784)  1.087
O (3.185, -6.178, 1.591)  -0.551
O (5.234, -6.226, 2.972)  -0.567
O (3.010, -6.371, 4.025)  -0.386
H (3.520, -5.204, 5.640)  0.269
H (1.774, -5.439, 5.417)  0.329
H (2.865, -3.133, 4.562)  0.303
H (1.749, -3.976, 3.466)  0.131
C (-6.628, 4.625, -3.914)  -0.244
C (-7.661, 5.688, -4.212)  -0.355
O (-8.874, 5.176, -3.644)  -0.320
S (-8.530, 4.320, -2.332)  1.080
O (-8.712, 5.137, -1.187)  -0.547
O (-9.165, 3.060, -2.450)  -0.542
O (-6.962, 4.164, -2.595)  -0.248
H (-6.706, 3.785, -4.606)  0.259
H (-5.613, 5.011, -3.931)  0.309
H (-7.789, 5.862, -5.277)  0.299
H (-7.421, 6.631, -3.715)  0.311
C (6.853, -2.100, 4.548)  -0.246
C (5.885, -0.952, 4.366)  -0.233
O (4.744, -1.331, 5.160)  -0.227
S (5.226, -2.162, 6.430)  1.029
O (5.304, -1.309, 7.560)  -0.576
O (4.476, -3.367, 6.462)  -0.539
O (6.706, -2.481, 5.930)  -0.343
H (6.583, -2.956, 3.926)  0.221
H (7.881, -1.815, 4.348)  0.328
H (5.592, -0.805, 3.331)  0.406
H (6.282, -0.020, 4.766)  0.123
C (-4.653, -2.088, 4.916)  -0.330
C (-5.310, -0.858, 4.328)  -0.355
O (-4.745, -0.746, 3.022)  -0.228
S (-4.436, -2.202, 2.431)  0.840
O (-5.507, -2.603, 1.595)  -0.561
O (-3.091, -2.243, 2.003)  -0.255
O (-4.566, -3.004, 3.823)  -0.340
H (-3.642, -1.871, 5.268)  0.257
H (-5.233, -2.526, 5.724)  0.308
H (-5.107, 0.043, 4.900)  0.310
H (-6.390, -0.991, 4.227)  0.283
C (5.242, 3.778, 6.716)  -0.322
C (4.079, 4.127, 5.811)  -0.313
O (4.680, 4.317, 4.523)  -0.309
S (5.929, 3.335, 4.361)  1.049
O (5.520, 2.172, 3.666)  -0.396
O (7.050, 4.097, 3.951)  -0.577
O (6.085, 2.948, 5.909)  -0.312
H (5.807, 4.668, 7.004)  0.282
H (4.933, 3.239, 7.607)  0.316
H (3.562, 5.031, 6.119)  0.310
H (3.365, 3.304, 5.740)  0.277

A structure of composition C21H40BCl6CsFMgN2O11P in a non-equilibrium geometry, computed with ωB97M-V/def2-TZVPD.

Its calculated total energy is -5208.2210 hartree. Its charge is 0. The energy above the lowest of the compared OMol25 structures with the same formula, charge and spin is 65.89 kcal/mol. As for the LUMO energy: -0.1747 hartree.

Last column: Mulliken charge in e.
Atoms and positions in Å:
C (-3.513, 0.021, 2.684)  -0.736
C (-2.141, -0.722, 2.277)  -0.030
C (-2.155, -1.399, 0.823)  0.298
C (-1.235, -2.742, 0.714)  0.028
N (0.200, -2.457, 0.429)  0.018
C (1.070, -2.585, 1.632)  -0.619
O (0.552, -2.257, 2.944)  -0.360
C (0.324, -3.488, 3.682)  0.721
O (-0.186, -3.620, 4.819)  -0.556
O (0.748, -4.609, 2.857)  -0.361
C (1.740, -3.988, 1.984)  0.711
B (2.976, -3.675, 3.047)  0.606
O (3.281, -4.532, 4.171)  -0.565
O (3.863, -2.527, 2.887)  -0.622
P (2.584, -5.008, 0.633)  0.566
O (3.476, -6.039, 1.382)  -0.701
O (1.499, -5.915, -0.356)  -0.501
O (3.703, -4.078, -0.327)  -0.484
H (-4.075, 0.345, 1.744)  0.263
H (-3.226, 0.947, 3.339)  -0.217
H (-4.103, -0.679, 3.373)  0.431
H (-1.958, -1.551, 3.067)  0.072
H (-1.210, -0.037, 2.335)  0.294
H (-3.236, -1.734, 0.580)  0.311
H (-1.830, -0.663, -0.004)  -0.709
H (-1.649, -3.299, -0.245)  0.214
H (-1.416, -3.483, 1.606)  0.202
H (0.532, -3.087, -0.319)  0.308
H (1.891, -1.801, 1.420)  0.298
H (2.925, -5.425, 3.954)  0.360
H (4.325, -2.342, 3.736)  0.280
H (1.636, -5.602, -1.295)  0.378
H (4.276, -3.564, 0.304)  0.307
Mg (-2.689, -4.327, 0.346)  0.604
Cl (-5.710, 1.288, -0.801)  -0.180
C (-4.041, 1.846, -1.096)  -0.182
C (-3.418, 1.172, -2.296)  -0.331
Cl (-3.104, -0.565, -2.003)  -0.155
H (-3.460, 1.669, -0.185)  -0.056
H (-4.088, 2.935, -1.271)  0.404
H (-2.455, 1.634, -2.519)  0.108
H (-4.049, 1.258, -3.181)  0.435
C (1.665, 1.135, -1.051)  0.098
Cl (2.109, -0.531, -1.474)  -0.372
Cl (-0.039, 1.227, -0.596)  0.001
Cl (2.691, 1.736, 0.258)  0.005
H (1.821, 1.764, -1.927)  0.166
C (-8.258, -3.287, -0.363)  -0.953
C (-6.997, -2.683, 0.244)  0.661
O (-7.155, -1.608, 0.855)  -0.626
O (-5.943, -3.353, 0.051)  -0.614
H (-9.132, -2.664, -0.162)  0.277
H (-8.141, -3.380, -1.446)  0.259
H (-8.435, -4.279, 0.060)  0.277
C (4.468, 4.370, 2.588)  -1.052
C (5.266, 4.590, 1.289)  0.753
C (6.332, 5.676, 1.526)  -1.424
O (4.424, 5.037, 0.364)  -0.762
H (3.963, 5.280, 2.929)  0.307
H (3.708, 3.590, 2.464)  0.072
H (5.138, 4.048, 3.397)  0.334
H (5.824, 3.650, 1.114)  0.110
H (5.892, 6.633, 1.827)  0.338
H (6.932, 5.849, 0.627)  0.316
H (7.021, 5.368, 2.324)  0.370
N (-1.834, 1.994, 5.111)  -0.473
H (-1.489, 2.456, 4.263)  0.376
H (-1.464, 2.474, 5.937)  0.384
H (-2.859, 2.029, 5.125)  0.392
H (-1.526, 1.016, 5.117)  0.306
F (-3.546, 4.138, -2.169)  -0.890
Cs (4.180, -1.105, -2.500)  0.999
C (2.090, 4.172, -7.833)  -0.364
C (0.975, 3.394, -8.127)  -0.335
C (0.338, 2.679, -7.118)  -0.482
C (0.810, 2.751, -5.811)  -0.201
C (1.924, 3.533, -5.515)  -0.317
C (2.567, 4.240, -6.527)  -0.479
H (2.589, 4.726, -8.622)  0.354
H (0.602, 3.343, -9.145)  0.352
H (-0.528, 2.068, -7.349)  0.359
H (0.310, 2.198, -5.022)  0.351
H (2.292, 3.590, -4.495)  0.392
H (3.438, 4.844, -6.298)  0.367
Cl (1.323, -8.023, -0.789)  -0.485